Record 1
A molecular structure, C3H6S2 in a non-equilibrium geometry. Source: OMol25; level of theory: the ωB97M-V functional and the def2-TZVPD basis.

```
11
Properties=species:S:1:pos:R:3:forces:R:3:mulliken_charge:R:1
C 0.051 -0.608 -1.025 4.2 -3.6 -3.5 -0.939
C -0.568 -0.041 0.094 -2.5 1.8 -0.7 -0.002
C 0.301 -0.075 1.197 3.3 0.5 4.1 -0.251
H 0.810 0.169 -1.325 -0.7 -0.9 -0.6 0.307
H -0.534 -1.061 -1.924 1.0 1.1 1.8 0.273
H 0.975 -1.512 -0.449 -3.1 2.2 -2.2 0.230
H -1.434 -0.532 0.432 -1.6 -0.8 0.4 0.331
H 0.046 2.236 -0.133 -1.9 -0.2 -0.3 0.167
H -0.044 0.684 1.962 0.8 -1.1 -0.3 0.320
S -1.303 1.764 -0.241 2.9 -0.9 0.7 -0.179
S 1.700 -1.025 1.412 -2.5 2.0 0.3 -0.257
```
Forces are in eV/Å.

## Properties
**Kohn-Sham gap**: 0.282 Eh
**Net charge**: 0
**LUMO**: -0.93 eV



Record 2
A single C2H3N3O3 molecule in a non-equilibrium geometry. Source: OMol25; level of theory: the ωB97M-V functional and the def2-TZVPD basis.

```
11
Properties=species:S:1:pos:R:3:forces:R:3:mulliken_charge:R:1
N -2.298 -0.952 0.038 -0.1 0.0 -0.8 -0.363
N -2.065 0.529 -0.090 0.9 -2.6 -0.3 -0.388
C -0.814 0.580 -0.035 3.5 -1.7 1.7 0.461
N 0.278 1.530 -0.100 -2.1 3.4 1.5 -0.168
O 1.485 0.872 -0.016 1.0 0.5 0.4 -0.177
C 1.381 -0.442 0.096 -2.1 -1.1 -1.5 0.614
O 2.287 -1.192 -0.129 -1.7 0.6 1.2 -0.456
O -0.075 -0.724 0.228 3.4 2.5 -0.7 -0.404
H -3.310 -1.169 -0.125 1.8 0.4 -0.4 0.222
H -1.413 -1.520 -0.428 -4.0 1.6 1.2 0.338
H 0.344 2.462 0.585 -0.7 -3.6 -2.1 0.323
```
Forces are in eV/Å.

## Properties
**Kohn-Sham gap**: 0.340 Eh
**SMILES string**: N/N=c1/[nH]oc(=O)o1
**Net charge**: 0
**LUMO**: 0.27 eV



Record 3
A molecular structure, C27H39BrClFNO6PS in a non-equilibrium geometry. Source: OMol25; level of theory: the ωB97M-V functional and the def2-TZVPD basis.

```
78
Properties=species:S:1:pos:R:3:forces:R:3:mulliken_charge:R:1
C 7.671 1.136 3.902 -1.0 0.2 -0.8 -1.057
C 6.232 1.715 3.502 0.8 0.0 -0.5 -0.220
C 6.239 1.814 1.930 0.6 -1.3 1.0 -0.559
O 4.944 2.220 1.376 0.3 -1.5 -1.7 -0.381
C 4.864 1.615 0.126 0.9 1.9 -1.3 0.252
C 5.614 2.207 -0.963 -1.9 -2.7 -1.3 -0.422
C 5.488 1.562 -2.317 -1.2 0.1 1.3 0.026
C 6.206 2.112 -3.576 0.0 -1.1 -0.7 0.332
O 6.718 1.324 -4.321 -0.1 0.7 0.7 -0.413
O 6.237 3.478 -3.888 -0.7 -0.9 1.6 -0.322
S 4.688 4.156 -3.942 -0.6 0.2 -0.1 -0.037
C 4.617 0.377 -2.469 0.3 0.7 2.4 0.347
F 4.439 -0.268 -3.661 0.4 1.2 1.9 -0.269
C 3.894 -0.143 -1.297 1.0 0.3 -2.5 0.405
C 2.954 -1.356 -1.523 -0.5 0.8 0.6 -0.547
C 3.623 -2.776 -1.354 1.0 -0.2 -1.2 -0.242
O 2.755 -3.831 -1.798 0.6 0.3 1.4 -0.406
C 2.001 -4.381 -0.710 -1.4 -0.4 0.8 -0.424
C 0.702 -3.501 -0.509 1.3 0.5 0.0 -0.038
O -0.516 -4.241 -0.338 0.0 1.8 0.6 -0.559
C -1.481 -3.242 -0.035 -2.4 2.0 0.2 0.280
C -1.998 -2.989 1.304 -0.3 1.1 -2.2 -0.806
C -2.971 -1.873 1.503 1.2 -0.8 -1.8 -0.352
C -3.416 -1.018 0.406 0.5 -0.9 -0.7 -0.226
C -4.414 0.222 0.566 1.5 -0.6 0.0 2.847
C -4.844 0.308 2.078 0.2 0.1 -0.4 -2.100
C -3.496 1.499 0.214 -0.5 -0.5 1.3 -1.333
C -5.581 -0.030 -0.467 -0.4 0.2 0.9 -1.562
C -6.868 0.871 -0.332 -1.3 0.4 -1.1 2.280
C -6.601 2.435 -0.204 1.2 -1.3 0.9 -1.644
C -7.691 0.665 -1.705 -0.3 -0.1 1.1 -1.503
C -7.878 0.463 0.815 0.6 1.2 0.3 -1.642
C -2.920 -1.292 -0.968 1.5 -2.1 2.3 -0.456
C -1.970 -2.385 -1.140 -0.4 0.3 0.9 -0.570
N 4.034 0.479 -0.044 0.3 -0.1 -1.5 0.218
P 3.173 -0.036 1.447 -0.1 0.0 2.9 0.186
O 3.318 -1.704 1.572 -0.4 1.3 -1.3 -0.405
Cl 1.115 0.417 1.199 1.3 -0.7 -0.7 -0.150
H 7.801 1.066 5.013 -0.1 0.1 -1.1 0.346
H 8.445 1.804 3.425 -0.6 -0.8 0.7 0.290
H 7.720 0.112 3.426 0.3 1.0 0.7 0.293
H 6.079 2.728 3.959 -0.1 -1.0 -0.4 0.307
H 5.433 0.986 3.817 0.7 1.0 -0.3 0.189
H 6.432 0.760 1.555 -0.1 1.1 0.4 0.329
H 7.062 2.455 1.515 -0.8 -0.3 0.5 0.329
H 6.252 3.120 -0.864 -0.8 -1.0 0.2 0.548
H 4.267 4.366 -2.641 0.9 -0.3 -0.5 0.178
H 2.067 -1.216 -0.834 0.9 -0.3 -0.7 -0.126
H 2.552 -1.266 -2.575 0.5 -0.2 1.2 0.522
H 4.507 -2.806 -2.063 -0.9 0.1 0.7 0.266
H 4.038 -2.993 -0.336 -0.6 0.4 -0.7 0.228
H 1.737 -5.466 -0.891 0.3 1.3 -0.3 0.347
H 2.557 -4.375 0.276 -0.2 0.1 -1.2 0.176
H 0.645 -2.805 -1.402 -0.2 -0.9 0.8 0.138
H 0.888 -2.833 0.392 -0.4 -0.7 -0.8 0.266
H -1.638 -3.635 2.138 -0.5 0.7 -0.7 0.358
H -3.304 -1.707 2.550 0.2 -0.1 -1.1 0.309
H -5.373 1.268 2.306 0.4 -0.9 -0.3 0.334
H -5.509 -0.562 2.319 0.6 0.8 0.0 0.353
H -3.913 0.287 2.719 -1.0 0.0 -0.6 0.542
H -3.879 2.354 0.843 0.4 -0.6 -1.1 0.409
H -2.466 1.250 0.611 -0.9 0.5 -0.7 0.187
H -3.497 1.734 -0.880 0.1 -0.1 1.0 0.275
H -5.189 0.090 -1.510 -0.2 0.0 1.0 0.363
H -5.898 -1.109 -0.352 0.2 1.0 -0.2 0.268
H -5.829 2.704 -0.982 -0.9 -0.1 0.9 0.374
H -6.118 2.663 0.794 -0.6 -0.1 -0.7 0.178
H -7.558 3.117 -0.425 2.0 -2.0 1.5 0.387
H -8.383 -0.224 -1.575 1.0 0.7 -0.4 0.331
H -7.024 0.572 -2.601 -0.6 0.0 0.8 0.283
H -8.334 1.570 -1.830 0.5 -0.9 -0.1 0.402
H -8.835 1.032 0.609 0.9 -0.9 0.2 0.423
H -7.495 0.902 1.787 -0.5 -0.8 -0.9 0.317
H -8.052 -0.639 0.922 0.1 0.9 -0.2 0.337
H -3.215 -0.704 -1.865 0.2 -0.5 1.0 0.277
H -1.579 -2.594 -2.175 -0.4 0.2 1.2 0.454
H 3.476 -1.971 2.496 -0.1 0.5 -0.3 0.341
Br -7.749 3.957 -2.056 -1.2 2.4 -2.8 -0.657
```
Forces are in eV/Å.

## Properties
**Kohn-Sham gap**: 0.042 Eh
**Net charge**: 0
**LUMO**: -3.85 eV



Record 4
A gas-phase ion, C7H7N2O4 (charge -1) in a non-equilibrium geometry. Source: OMol25; level of theory: the ωB97M-V functional and the def2-TZVPD basis.

```
20
Properties=species:S:1:pos:R:3:forces:R:3:mulliken_charge:R:1
C 3.258 0.491 0.029 1.3 -0.2 1.7 -0.897
C 2.052 0.884 -0.270 -1.6 1.1 -0.6 -0.460
C 0.902 0.021 -0.186 -5.4 0.2 -0.1 0.989
C 1.206 -1.558 -0.007 -0.4 3.6 -0.6 0.004
O 1.170 -2.202 -1.017 0.0 -1.9 -3.0 -0.665
O 1.390 -1.889 1.137 0.6 -0.7 3.2 -0.632
C -0.518 0.517 -0.229 4.5 -2.1 1.1 0.214
N -0.806 1.869 -0.143 1.6 1.6 -0.8 -0.627
C -1.723 -0.347 -0.096 4.8 -4.1 0.6 0.402
C -1.640 -1.706 0.113 2.6 2.1 -0.7 -1.069
N -2.961 0.215 -0.138 -5.9 2.3 -1.5 0.869
O -3.718 -0.078 -1.089 1.4 -0.4 0.9 -0.573
O -3.383 1.029 0.694 1.4 -0.6 0.2 -0.594
H 4.031 1.248 0.067 0.3 -0.4 -0.1 0.307
H 3.276 -0.399 0.636 0.9 -0.6 -0.3 0.309
H 2.039 1.928 -0.547 -0.9 0.3 -0.5 0.295
H 0.018 2.394 0.154 -0.2 -0.2 -0.5 0.240
H -1.482 2.110 0.528 -1.4 0.0 0.8 0.212
H -2.479 -2.291 0.244 -1.8 -0.9 0.2 0.378
H -0.630 -2.236 0.121 -2.0 0.9 0.1 0.300
```
Forces are in eV/Å.

## Properties
**Kohn-Sham gap (alpha / beta)**: 0.233 / 0.233 Eh
**SMILES string**: C=C/C(C(=O)[O-])=C(\N)C(=C)[N+](=O)[O-]
**Net charge**: -1
**LUMO (alpha / beta)**: 2.62 / 2.62 eV



Record 5
A single C4H8N4O molecule in a non-equilibrium geometry. Source: OMol25; level of theory: the ωB97M-V functional and the def2-TZVPD basis.

```
17
Properties=species:S:1:pos:R:3:forces:R:3:mulliken_charge:R:1
C -2.598 0.475 -0.604 7.8 7.1 10.0 -0.795
O -1.451 -0.323 -0.367 2.7 0.1 1.7 -0.379
C -0.629 0.160 0.743 2.5 3.4 -5.8 -1.003
N 0.552 -0.609 0.889 0.2 7.5 -2.0 -0.209
C 1.535 -0.602 0.024 1.4 -0.6 -3.0 0.786
N 2.034 -1.837 -0.324 2.1 0.3 -0.8 -0.478
N 2.029 0.417 -0.625 0.4 1.1 0.6 -0.669
C 1.872 1.712 -0.236 -0.7 -1.7 0.2 0.563
N 1.676 2.803 0.095 0.3 -0.1 -0.2 -0.544
H -2.226 1.560 -0.726 -0.9 -1.4 -0.2 0.275
H -3.090 0.397 0.298 -2.4 0.2 1.5 0.326
H -2.895 0.093 -1.334 -5.8 -5.3 -11.2 0.352
H -0.343 1.276 0.777 -0.3 -1.1 -1.8 0.375
H -1.033 0.249 1.610 -3.8 -1.0 5.7 0.760
H 0.210 -1.314 1.271 -1.9 -8.9 4.0 0.145
H 1.521 -2.674 -0.512 -0.9 0.1 0.5 0.233
H 2.834 -1.784 -0.978 -0.8 0.3 0.8 0.262
```
Forces are in eV/Å.

## Properties
**Kohn-Sham gap**: 0.368 Eh
**SMILES string**: COCN/C(N)=N\C#N
**Net charge**: 0
**LUMO**: 0.63 eV



Record 6
2 unconnected molecules or ions with the total composition C4H7NO2 in a non-equilibrium geometry. Source: OMol25; level of theory: the ωB97M-V functional and the def2-TZVPD basis.

```
14
Properties=species:S:1:pos:R:3:forces:R:3:mulliken_charge:R:1
C 0.306 -0.391 1.638 0.1 0.2 0.0 -0.333
C -1.400 -0.736 -0.513 -0.3 -1.2 0.7 -0.566
C 0.885 0.674 0.735 0.5 0.1 -0.3 0.524
C 0.771 0.884 -1.611 -0.1 -0.1 0.6 -0.214
O -0.133 -1.422 0.844 -0.5 0.8 -1.0 -0.570
N 0.187 0.625 -0.518 0.6 0.5 -0.2 -0.183
O 1.792 1.445 0.933 -0.5 -0.3 0.1 -0.548
H 1.104 -0.706 2.326 -0.1 0.0 -0.1 0.325
H -0.481 0.085 2.260 0.1 -0.1 -0.1 0.213
H -1.622 -0.152 -1.404 0.4 0.3 0.2 0.294
H -2.079 -0.501 0.295 -0.1 -0.1 -0.1 0.300
H -1.370 -1.778 -0.796 -0.1 -0.1 0.2 0.263
H 0.199 0.872 -2.539 0.0 0.0 0.1 0.226
H 1.841 1.103 -1.649 -0.1 0.0 0.0 0.269
```
Forces are in eV/Å.

## Properties
**Kohn-Sham gap (alpha / beta)**: 0.314 / 0.314 Eh
**Net charge**: 0
**LUMO (alpha / beta)**: -0.39 / -0.39 eV



Record 7
A single C15H17F3N2O2S molecule in a non-equilibrium geometry. Source: OMol25; level of theory: the ωB97M-V functional and the def2-TZVPD basis.

```
40
Properties=species:S:1:pos:R:3:forces:R:3:mulliken_charge:R:1
O 2.087 -1.579 4.040 -0.9 2.5 -2.1 -0.644
S 1.434 -0.425 3.389 -1.2 -1.3 4.8 1.156
O 0.960 0.628 4.283 1.1 -0.6 -1.1 -0.706
N 0.032 -0.895 2.589 1.2 0.0 0.0 -0.496
C -0.007 -0.221 1.294 0.0 0.4 -1.0 1.501
C 1.199 0.738 1.236 0.1 0.7 -1.2 -1.400
N 2.270 0.249 2.114 0.1 -1.3 0.8 -0.098
C 3.346 -0.635 1.725 0.6 1.1 -1.1 0.901
F 4.272 -0.644 2.709 -1.0 -0.6 -1.2 -0.219
F 3.947 -0.079 0.619 -0.7 -0.9 0.9 -0.284
F 2.918 -1.891 1.398 1.0 1.2 0.3 -0.208
C -1.342 0.489 1.063 0.1 0.0 -0.3 -0.167
C -2.298 -0.635 0.674 -2.0 -0.1 -0.4 -0.931
C -1.465 -1.840 0.255 0.1 -0.4 0.0 -0.997
C -0.016 -1.323 0.263 0.4 -1.6 -1.1 -0.714
C 0.481 -1.042 -1.160 0.0 1.0 1.1 -2.288
C -0.171 0.067 -1.956 0.2 -0.5 -0.9 1.606
C 0.130 -0.041 -3.339 0.1 0.3 0.4 -1.020
C -0.382 0.860 -4.253 0.0 0.0 0.1 -0.662
C -1.194 1.904 -3.806 -0.2 -0.4 0.7 -0.601
C -1.510 2.017 -2.453 0.9 -0.4 -0.8 -1.341
C -0.979 1.101 -1.506 -0.8 0.8 0.1 1.480
C -1.307 1.522 -0.061 0.9 -0.5 -0.3 -1.702
H -0.694 -0.613 3.222 -0.5 0.2 0.2 0.502
H 0.876 1.731 1.592 0.4 -0.4 0.2 0.221
H 1.586 0.904 0.211 -0.2 -0.3 0.6 0.476
H -1.617 0.981 1.998 -0.2 0.2 -0.1 0.621
H -2.989 -0.335 -0.164 0.8 0.0 0.7 0.413
H -2.997 -0.891 1.483 0.3 0.0 0.0 0.371
H -1.774 -2.265 -0.716 0.3 0.3 0.3 0.405
H -1.554 -2.653 0.976 -0.1 0.1 0.1 0.333
H 0.632 -2.114 0.654 0.0 0.0 -0.2 0.554
H 1.545 -0.840 -1.105 0.4 0.2 0.0 0.603
H 0.414 -1.947 -1.737 -0.2 -0.5 -0.1 0.711
H 0.868 -0.816 -3.612 -0.7 0.4 -0.1 0.395
H -0.188 0.789 -5.315 0.2 -0.1 0.0 0.387
H -1.587 2.600 -4.528 -0.1 0.2 0.0 0.406
H -2.087 2.883 -2.143 -0.1 -0.3 0.2 0.406
H -0.552 2.280 0.148 -0.2 0.4 0.3 0.452
H -2.285 1.982 -0.080 -0.1 0.3 0.0 0.578
```
Forces are in eV/Å.

## Properties
**Kohn-Sham gap**: 0.364 Eh
**SMILES string**: O=S1(=O)N[C@]2(CN1C(F)(F)F)[C@@H]1CC[C@H]2Cc2ccccc2C1
**Net charge**: 0
**LUMO**: 0.54 eV